Entry 1:
Formula: C23H23NO3
Source: the OMol25 dataset
Level of theory: ωB97M-V/def2-TZVPD

Results
LUMO level ... -0.02 eV
HOMO-LUMO gap ... 8.67 eV
SMILES ... C[C@@H](CCc1ccccc1)NC(=O)COC(=O)c1cccc2ccccc12

XYZ file:
```
50
Properties=species:S:1:pos:R:3:forces:R:3:lowdin_charge:R:1
C -3.801975 -0.341181 2.150475 0.15 -0.06 -0.10 -0.04
C -2.897423 -0.703719 0.976237 -0.48 -0.06 0.10 -0.34
C -3.677079 -1.440426 -0.121816 0.27 0.11 -0.03 -0.15
C -2.872103 -1.594192 -1.421256 -0.17 -0.06 0.12 -0.14
C -1.439989 -1.995291 -1.196475 0.00 0.01 -0.14 -0.25
C -1.119943 -3.149671 -0.490208 0.00 0.03 -0.03 -0.05
C 0.199705 -3.498850 -0.266892 0.01 -0.10 0.04 -0.08
C 1.223474 -2.709827 -0.763700 0.12 -0.01 -0.03 -0.09
C 0.917744 -1.569431 -1.484652 0.09 -0.02 -0.03 -0.08
C -0.403434 -1.210447 -1.687653 -0.03 -0.06 -0.04 -0.04
N -2.240544 0.484121 0.449753 0.33 -0.22 0.07 0.13
C -2.866812 1.574541 -0.016853 0.82 0.19 -0.17 -0.46
O -4.065431 1.753024 -0.025975 -0.45 0.14 -0.07 0.07
C -1.923625 2.677331 -0.531565 -0.58 0.37 0.26 -0.05
O -0.604036 2.236696 -0.808103 0.13 -0.17 -0.23 0.00
C 0.259752 2.206075 0.227100 0.01 0.27 0.29 -0.46
O -0.023559 2.578989 1.337019 0.06 -0.10 -0.18 0.14
C 1.565369 1.642436 -0.198777 0.26 0.07 -0.28 -0.08
C 2.153022 2.110765 -1.349766 -0.32 -0.04 0.32 -0.01
C 3.397348 1.621823 -1.766375 0.28 -0.17 -0.01 -0.06
C 4.030849 0.651565 -1.040656 -0.06 0.14 -0.17 -0.03
C 3.444551 0.122310 0.127973 -0.27 0.14 0.11 -0.17
C 4.066280 -0.911820 0.858664 0.01 -0.15 0.16 -0.04
C 3.472455 -1.437006 1.971060 0.26 -0.03 -0.15 -0.08
C 2.233329 -0.944168 2.405703 -0.23 0.16 -0.04 -0.06
C 1.607827 0.063863 1.726398 -0.05 -0.15 0.26 -0.01
C 2.192110 0.626092 0.572398 0.25 0.04 -0.11 -0.11
H -4.254299 -1.239724 2.561300 -0.06 -0.11 0.08 0.08
H -3.225449 0.151615 2.929560 0.03 0.03 0.12 0.08
H -4.585696 0.332871 1.817833 -0.07 0.01 0.03 0.07
H -2.088550 -1.352628 1.331103 -0.10 0.13 -0.08 0.14
H -3.961522 -2.418903 0.267328 -0.07 -0.04 0.04 0.11
H -4.588330 -0.883340 -0.341280 -0.07 -0.06 0.05 0.12
H -2.893510 -0.649347 -1.967773 -0.01 -0.04 -0.04 0.11
H -3.364872 -2.344645 -2.045413 -0.01 0.08 -0.07 0.12
H -1.911815 -3.780666 -0.113086 -0.11 -0.07 0.07 0.12
H 0.430995 -4.394290 0.291521 0.02 -0.08 0.05 0.10
H 2.253957 -2.983324 -0.593307 0.09 -0.02 0.03 0.10
H 1.707973 -0.956506 -1.891677 0.09 0.09 -0.03 0.10
H -0.630283 -0.310830 -2.243276 -0.06 0.10 -0.05 0.11
H -1.251299 0.394262 0.283130 -0.15 0.05 -0.05 0.11
H -1.903743 3.466858 0.229387 -0.05 -0.13 -0.17 0.14
H -2.327504 3.079133 -1.462234 0.04 -0.12 0.13 0.14
H 1.657194 2.875169 -1.928647 -0.08 0.04 -0.05 0.12
H 3.847081 2.016798 -2.664973 0.06 0.02 -0.06 0.11
H 4.989431 0.266418 -1.358191 0.09 -0.03 -0.04 0.11
H 5.019785 -1.285996 0.513689 0.09 -0.04 -0.02 0.11
H 3.950741 -2.233303 2.522077 0.07 -0.06 0.02 0.10
H 1.774092 -1.368163 3.286227 -0.07 -0.01 0.07 0.11
H 0.663761 0.447297 2.080643 -0.07 0.03 0.05 0.11
```
Positions in Å, forces in eV/Å.

Entry 2:
Formula: C23H23O6P
Source: the OMol25 dataset
Level of theory: ωB97M-V/def2-TZVPD

Results
LUMO level ... -1.78 eV
HOMO-LUMO gap ... 6.20 eV
SMILES ... O=C1C=CC(=O)C=C1.O=C1C=CC(=O)C=C1.O=C1C=CC(=O)C=C1.C#CCCC[PH4]

XYZ file:
```
53
Properties=species:S:1:pos:R:3:forces:R:3:lowdin_charge:R:1
O 1.622994 -1.103906 -1.212477 0.36 0.02 0.18 0.02
C 2.767006 -0.998272 -1.609119 0.02 -0.01 -0.03 -0.37
C 3.890261 -1.645492 -0.890983 0.06 -0.03 0.03 0.03
C 5.142997 -1.527279 -1.322491 -0.05 -0.03 0.06 0.03
C 5.467388 -0.744056 -2.541272 0.05 0.02 -0.03 -0.38
O 6.607711 -0.638383 -2.934881 0.00 -0.01 0.01 0.11
C 4.340638 -0.096692 -3.258612 -0.08 0.01 0.00 0.03
C 3.088359 -0.215555 -2.826125 0.00 0.03 -0.05 0.03
H 3.632082 -2.212233 -0.005238 -0.04 0.01 -0.01 0.12
H 5.978178 -1.990783 -0.813173 0.03 0.02 -0.03 0.12
H 4.597000 0.470837 -4.143897 0.04 -0.01 0.01 0.12
H 2.252830 0.249016 -3.334426 -0.02 0.00 0.04 0.12
O 1.523083 3.053037 -0.578541 0.00 0.01 -0.03 0.09
C 1.292072 2.846460 0.595100 0.00 -0.02 -0.01 -0.39
C 1.307948 1.474544 1.152488 0.03 -0.07 0.01 0.02
C 1.051324 1.247016 2.437654 0.06 -0.06 -0.01 0.02
C 0.738385 2.355768 3.369979 -0.01 -0.01 0.00 -0.38
O 0.502551 2.148022 4.541298 0.00 0.02 0.00 0.10
C 0.723889 3.732687 2.812945 0.00 0.05 -0.07 0.02
C 0.981117 3.959739 1.526926 -0.03 0.04 0.07 0.02
H 1.535075 0.674145 0.458960 -0.07 0.01 0.01 0.10
H 1.055113 0.249080 2.855278 -0.06 0.00 0.00 0.11
H 0.493038 4.530283 3.507673 0.00 -0.02 0.03 0.12
H 0.974958 4.955146 1.101066 0.00 -0.01 -0.03 0.12
O -4.575271 -4.463704 3.894139 0.01 0.00 0.01 0.11
C -3.667660 -3.783802 3.468468 -0.04 -0.02 0.01 -0.38
C -2.690665 -3.140563 4.386206 0.07 0.05 -0.03 0.03
C -1.693937 -2.391591 3.920527 0.01 -0.01 0.08 0.03
C -1.520614 -2.173020 2.465276 0.02 0.01 -0.14 -0.38
O -0.617003 -1.500004 2.014735 0.14 0.08 0.17 0.09
C -2.493153 -2.808552 1.551034 -0.23 -0.10 -0.02 0.02
C -3.490401 -3.558429 2.011268 0.04 0.03 -0.01 0.03
H -2.837931 -3.316679 5.444034 -0.04 -0.02 -0.01 0.12
H -0.971461 -1.914324 4.570955 0.00 0.02 -0.02 0.12
H -2.338106 -2.620385 0.496759 -0.02 -0.03 0.04 0.08
H -4.212164 -4.032443 1.358353 -0.02 -0.02 0.04 0.12
C -3.501414 4.294992 -2.844841 0.18 0.42 0.17 0.09
C -2.782180 3.448327 -2.396753 0.59 -0.01 0.18 -0.15
C -1.781646 2.505156 -1.860968 -1.23 -0.10 -0.64 -0.23
C -2.178313 1.041658 -2.170322 0.86 0.12 0.77 -0.28
C -1.296774 0.107611 -1.305159 -0.57 0.53 -0.86 -0.42
P -1.061189 -1.617225 -2.073936 0.29 -0.08 0.55 0.67
H -3.953823 5.214952 -3.125605 -0.35 -0.20 -0.19 0.02
H -0.825855 2.769083 -2.313239 0.17 -0.15 0.24 0.11
H -1.741712 2.629480 -0.777756 0.20 0.08 0.00 0.11
H -3.228432 0.927746 -1.900016 -0.05 -0.18 -0.30 0.11
H -2.027891 0.848373 -3.236574 -0.21 -0.01 -0.02 0.10
H -0.310608 0.581884 -1.271846 0.09 -0.27 0.32 0.04
H -1.736679 0.072152 -0.302867 0.27 -0.18 0.07 0.07
H -0.041792 -1.107418 -2.924533 -0.35 0.07 -0.24 -0.03
H -2.395638 -1.667626 -2.570244 0.05 0.02 0.05 -0.01
H -0.789481 -2.161159 -0.779160 -0.08 0.03 -0.14 -0.05
H -0.804201 -2.957619 -2.616068 -0.10 -0.04 -0.22 -0.10
```
Positions in Å, forces in eV/Å.

Entry 3:
Formula: C23H24Cl2N7OS3Ti
Source: the OMol25 dataset
Level of theory: ωB97M-V/def2-TZVPD

Results
LUMO level (alpha / beta) ... -2.63 / -3.28 eV
HOMO-LUMO gap (alpha / beta) ... 6.22 / 7.42 eV
Multiplicity ... 3
Net charge ... +1

XYZ file:
```
61
Properties=species:S:1:pos:R:3:forces:R:3:lowdin_charge:R:1
Ti 0.691879 -1.246918 -0.520211 -1.21 -0.78 1.95 0.52
N -1.063635 -0.157665 -4.858546 0.58 -0.34 0.43 0.10
C -0.223738 -0.296515 -3.756952 -0.98 -0.71 -0.06 -0.70
S 0.573664 -1.855815 -3.562405 0.45 -1.27 -0.91 0.89
N -0.206680 0.524685 -2.807888 0.06 1.47 -0.06 0.02
N 0.635788 0.310893 -1.726145 0.20 0.72 -0.93 -0.19
C 1.285267 1.426074 -1.344454 0.69 1.12 0.06 -0.17
C 1.254052 2.741736 -2.139741 -0.18 -1.04 1.03 -0.16
C 0.830104 3.946731 -1.560605 -0.11 -1.10 0.81 -0.05
C 0.638214 5.046747 -2.360925 0.06 0.52 -0.12 -0.09
C 0.949524 5.023676 -3.696254 0.80 -1.80 -0.39 -0.05
C 1.517805 3.844630 -4.239093 -1.07 1.51 -0.44 -0.06
C 1.591963 2.707913 -3.494366 -0.20 0.20 1.18 -0.05
C 2.019261 1.285471 -0.122104 -0.33 0.88 -0.17 -0.21
C 2.823064 2.351377 0.371518 0.57 -0.61 0.51 0.00
C 3.371338 2.233335 1.642540 -0.01 -0.46 -0.76 -0.04
C 3.109474 1.060518 2.413971 -1.14 -0.60 -0.31 -0.04
C 2.301611 0.056440 1.865674 0.82 0.50 -0.50 -0.11
N 1.823000 0.115467 0.575793 0.08 0.77 0.78 -0.03
H -0.630241 -0.464204 -5.715105 -0.06 -0.17 -0.13 0.09
H -1.474020 0.750922 -4.949014 -0.18 0.49 0.09 0.10
H 0.562472 4.021079 -0.488554 0.24 -0.27 -0.73 0.13
H 0.247275 5.934411 -1.923401 -0.31 0.59 0.26 0.10
H 0.730742 5.812980 -4.371184 0.00 0.82 -0.20 0.10
H 1.731046 3.862220 -5.294499 0.23 -0.24 -0.17 0.11
H 1.847778 1.765105 -3.890647 0.54 -0.75 -0.66 0.10
H 3.090614 3.180930 -0.304947 -0.36 -0.47 0.62 0.13
H 4.066554 3.006178 1.958209 -0.20 -0.17 0.30 0.11
H 3.444106 0.889229 3.444147 0.08 0.39 -0.57 0.11
H 2.083591 -0.864507 2.431479 0.22 0.58 -0.49 0.11
Cl -1.334903 -2.633621 -1.510263 -0.32 -0.60 -0.52 0.63
C -0.913490 -2.855966 -3.282990 0.53 0.94 0.47 -0.69
Cl 2.134863 -2.968895 -0.700214 0.31 -0.16 -0.11 0.05
H -1.751171 -2.445960 -3.838365 0.00 -0.23 -0.05 0.04
H -0.719021 -3.907224 -3.452547 0.03 0.01 -0.02 0.05
N -0.676900 -4.934768 5.756021 0.10 0.38 -0.35 0.11
C -1.658422 -4.363099 5.049136 -0.04 0.20 -0.63 -0.89
S -3.251806 -4.592404 5.308590 -0.11 0.19 -0.07 0.69
C -1.133922 -3.564904 3.854892 0.13 0.28 0.17 -0.21
C -0.780102 -4.278333 2.702315 0.28 0.68 0.43 0.01
C -0.212614 -3.614922 1.638767 -0.64 0.41 0.68 -0.15
N -0.045114 -2.299059 1.647595 0.66 0.97 -1.47 -0.02
C -0.392710 -1.579779 2.701241 -0.63 0.17 1.21 -0.16
C -0.942346 -2.163584 3.850363 -0.15 -1.01 -0.74 0.03
H -0.880203 -5.574172 6.508189 0.01 0.11 0.01 0.11
H 0.263095 -4.680881 5.513758 0.29 -0.29 0.28 0.11
H -0.899687 -5.326984 2.611620 -0.23 -0.86 0.23 0.12
H 0.058213 -4.111441 0.740751 0.31 -0.48 -0.55 0.06
H -0.271485 -0.487143 2.659611 -0.05 -0.53 -0.15 0.11
H -1.299397 -1.548277 4.655083 0.12 0.09 0.32 0.12
O -1.119826 2.282063 2.284214 -0.87 0.24 0.06 -0.07
H -0.768264 2.874678 2.961866 -0.07 -0.09 -0.11 0.04
H -2.079906 2.495072 2.244268 1.00 -0.21 0.04 0.06
S -4.057846 -0.097578 0.146532 -0.17 0.66 -0.23 1.08
C -3.269601 1.223814 -0.618994 0.74 -0.67 0.24 -0.35
C -1.913419 1.013757 -0.574649 -0.65 0.56 0.07 -0.25
N -1.505827 -0.133557 0.057701 -0.69 -0.80 0.32 -0.09
C -2.576265 -0.802134 0.492240 0.48 1.03 -0.26 -0.56
H -3.797474 2.044441 -1.063143 -0.10 0.11 -0.06 0.07
H -1.195662 1.716878 -0.988967 -0.19 -0.32 0.21 0.10
H -2.630638 -1.699137 1.069104 0.63 -0.53 0.12 0.06
```
Positions in Å, forces in eV/Å.